No. 1
The following is a DFT calculation (wB97M-V/def2-TZVPD) of a structure of composition C14H23Cu2O7 at a distorted geometry.

⟨S²⟩: 2.013
F_max, Eh/bohr: 0.0433
HOMO-LUMO gap (alpha / beta), eV: 8.30 / 5.45

The geometry in ORCA input format:
```
! RIJCOSX wB97M-V def2-TZVPD def2/J DEFGRID3
* xyz 3 3
Cu 2.66 -0.02 1.76
Cu 2.12 2.64 -0.43
C -1.18 0.13 0.55
C -0.02 0.33 -0.39
O 1.13 0.77 0.18
H -1.46 1.14 0.88
H -0.85 -0.33 1.48
H -2.06 -0.30 0.08
H -0.26 1.06 -1.19
H 0.21 -0.59 -0.97
O 1.22 -0.78 2.97
C 0.58 -0.33 3.93
O 0.66 0.94 4.22
C -0.16 1.27 5.38
C -1.10 0.08 5.51
C -0.29 -1.07 4.89
H -0.73 2.18 5.20
H 0.49 1.44 6.24
H -2.02 0.29 4.96
H -1.39 -0.19 6.52
H -0.94 -1.80 4.42
H 0.40 -1.54 5.60
O 3.64 -6.27 -1.91
C 2.47 -5.90 -2.11
O 1.86 -6.12 -3.20
C 0.47 -5.68 -3.06
C 0.56 -4.60 -2.01
C 1.62 -5.19 -1.06
H -0.22 -6.50 -2.84
H 0.03 -5.30 -3.98
H -0.38 -4.50 -1.46
H 0.82 -3.60 -2.33
H 1.24 -5.96 -0.39
H 2.06 -4.46 -0.38
O 0.46 3.50 -1.36
C -0.22 4.28 -2.03
O 0.25 5.46 -2.32
C -0.44 6.04 -3.45
C -1.43 4.95 -3.91
C -1.55 4.06 -2.69
H 0.26 6.29 -4.24
H -0.98 6.94 -3.16
H -1.07 4.44 -4.80
H -2.38 5.35 -4.23
H -1.77 3.01 -2.88
H -2.32 4.42 -2.01
*
```


No. 2
The following is a DFT calculation (wB97M-V/def2-TZVPD) of an isolated molecule of C14H23FIN2OP at a distorted geometry.

Structure (SMILES): CCOCC[C@@](I)(C#N)[C@](C#N)([C@H](C)F)P(CC)CC
F_max, Eh/bohr: 0.1174
HOMO-LUMO gap, eV: 7.78

The geometry in ORCA input format:
```
! RIJCOSX wB97M-V def2-TZVPD def2/J DEFGRID3
* xyz 0 1
C 3.34 -2.83 0.28
C 3.26 -2.60 -1.33
O 3.23 -1.16 -1.65
C 1.81 -0.84 -1.72
C 1.49 0.73 -1.82
C 1.30 1.48 -0.39
I 2.55 0.71 1.21
C 1.80 3.00 -0.65
N 2.14 4.15 -0.79
C -0.29 1.64 0.01
C -0.86 2.66 -1.12
N -1.34 3.41 -1.92
C -0.49 2.42 1.41
C -0.70 1.51 2.70
F -1.73 3.20 1.25
P -1.30 0.05 -0.20
C -0.77 -1.35 0.95
C -1.90 -1.73 2.08
C -3.16 0.35 -0.23
C -3.60 0.38 -1.81
H 3.37 -3.93 0.57
H 2.36 -2.40 0.72
H 4.20 -2.20 0.68
H 2.35 -3.14 -1.79
H 4.22 -3.01 -1.79
H 1.27 -1.40 -0.88
H 1.43 -1.31 -2.71
H 2.40 1.23 -2.32
H 0.61 0.85 -2.53
H 0.32 3.21 1.63
H -0.45 2.17 3.62
H -1.81 1.22 2.85
H -0.03 0.59 2.77
H 0.20 -1.19 1.53
H -0.63 -2.31 0.33
H -2.49 -2.68 1.80
H -2.64 -0.85 2.22
H -1.41 -1.86 3.13
H -3.65 -0.61 0.19
H -3.50 1.30 0.32
H -4.50 1.04 -2.01
H -3.71 -0.70 -2.22
H -2.67 0.80 -2.36
*
```


No. 3
The following is a DFT calculation (wB97M-V/def2-TZVPD) of a structure of composition C14H23Fe2I2NO3S2 at a distorted geometry.

⟨S²⟩: 30.097
F_max, Eh/bohr: 0.1165
HOMO-LUMO gap (alpha / beta), eV: 8.18 / 5.34

The geometry in ORCA input format:
```
! RIJCOSX wB97M-V def2-TZVPD def2/J DEFGRID3
* xyz 4 11
I 1.94 2.35 0.30
I -0.31 -4.34 -1.30
Fe -0.47 -1.95 -0.85
Fe 0.28 0.59 0.09
S 1.06 -0.64 -1.63
S 0.76 -1.37 0.94
C -0.78 1.79 -1.46
C 1.22 -0.28 -3.54
C 0.39 -1.68 2.75
C 1.41 -1.62 -4.24
C -0.01 0.45 -4.03
C 2.48 0.57 -3.66
C 0.91 -3.10 2.99
C -1.09 -1.55 3.05
C 1.21 -0.66 3.52
C -1.62 -1.75 -2.35
C -2.15 -2.35 0.21
O -1.27 2.79 -1.73
O -2.38 -1.88 -3.22
O -3.13 -2.80 0.58
H 0.56 -2.29 -4.10
H 2.32 -2.13 -3.89
H 1.53 -1.44 -5.32
H -0.90 0.22 -3.46
H -0.22 0.14 -5.06
H 0.16 1.53 -4.03
H 2.44 1.47 -3.03
H 2.62 0.88 -4.70
H 3.38 0.00 -3.36
H 0.71 -3.40 4.03
H 1.99 -3.16 2.83
H 0.42 -3.83 2.33
H -1.21 -1.14 4.05
H -1.59 -2.52 3.01
H -1.60 -0.87 2.37
H 1.07 -0.82 4.60
H 0.91 0.36 3.28
H 2.28 -0.76 3.31
C -1.08 4.69 2.87
C -2.02 3.79 2.05
C -1.46 2.51 1.64
N -0.98 1.57 1.17
H -0.85 4.22 3.83
H -1.52 5.66 3.08
H -0.14 4.86 2.34
H -2.93 3.59 2.62
H -2.33 4.29 1.14
*
```


No. 4
The following is a DFT calculation (wB97M-V/def2-TZVPD) of a structure of composition C14H23N2PTc at a distorted geometry.

⟨S²⟩: 3.784
Energy above the lowest of the compared OMol25 structures with the same formula, charge and spin, kJ/mol: 269.2
F_max, Eh/bohr: 0.0996
HOMO-LUMO gap (alpha / beta), eV: 7.50 / 6.05

The geometry in ORCA input format:
```
! RIJCOSX wB97M-V def2-TZVPD def2/J DEFGRID3
* xyz 2 4
C 0.77 3.23 -3.42
C -0.51 3.01 -2.89
C -0.81 1.84 -2.20
C 0.20 0.89 -1.98
C 1.51 1.13 -2.45
C 1.78 2.28 -3.20
C -2.21 1.59 -1.69
C -2.58 0.11 -1.52
N -2.02 -0.69 -2.71
Tc -0.30 -0.88 -1.02
C 2.58 0.14 -2.10
P 1.89 -1.03 -0.76
H -1.31 3.75 -3.04
H 2.79 2.42 -3.60
H 0.98 4.13 -3.98
H 3.48 0.63 -1.72
H 2.88 -0.48 -2.96
H -2.35 2.08 -0.72
H -2.93 2.04 -2.38
H -2.37 -0.34 -0.50
C 2.80 -0.34 0.66
C 2.84 -2.52 -1.17
H -3.67 0.02 -1.58
C -3.36 -0.97 -3.46
C -1.43 -2.06 -2.84
H 0.82 -1.86 0.46
H -3.15 -1.41 -4.44
H -3.95 -1.66 -2.85
H -3.89 -0.02 -3.60
H -1.58 -2.33 -3.89
H -0.31 -2.14 -2.77
H -1.98 -2.79 -2.24
H 3.15 -2.49 -2.23
H 3.72 -2.59 -0.52
H 2.19 -3.38 -1.00
H 3.46 0.48 0.35
H 2.07 0.04 1.38
H 3.39 -1.14 1.12
H -1.69 -0.06 -3.47
N -0.49 1.03 1.54
C -0.38 0.34 0.59
*
```